--- w ---
{"formula": "C18H22N2O3", "method": "ωB97M-V/def2-TZVPD", "gap_ev": 7.81, "lumo_energy_ev": 0.58, "elements": ["O", "C", "O", "H", "C", "C", "C", "O", "N", "H", "C", "H", "H", "C", "C", "C", "N", "C", "C", "C", "C", "C", "C", "H", "H", "H", "H", "H", "H", "H", "H", "C", "C", "C", "C", "H", "H", "H", "H", "H", "H", "H", "H", "H", "H"], "xyz": [[1.828, 2.975, -0.501], [0.733, 2.517, -0.443], [-0.260, 3.171, -0.791], [0.010, 4.155, -1.227], [0.420, 1.392, 0.024], [1.532, 0.734, 0.935], [1.154, -0.711, 1.144], [0.768, -1.335, 1.919], [2.007, -1.577, 0.102], [2.333, -1.151, -0.710], [1.750, -3.099, 0.150], [1.348, -3.310, 0.974], [2.595, -3.452, -0.334], [0.714, -3.401, -1.127], [-0.449, -2.507, -1.152], [-1.653, -2.655, -0.088], [-2.635, -1.674, -0.395], [-2.189, -0.817, -1.249], [-2.645, 0.134, -1.786], [-2.129, 0.960, -2.650], [-0.764, 0.564, -3.319], [-0.287, -0.596, -2.606], [-0.861, -1.411, -1.689], [0.598, -0.947, -3.067], [-0.099, 0.996, -4.109], [-2.515, 1.796, -3.191], [-3.745, 0.730, -1.481], [-3.239, -1.783, 0.318], [-1.757, -3.423, 0.635], [1.119, -3.091, -2.133], [0.577, -4.472, -1.156], [2.004, 1.366, 2.196], [0.668, 1.390, 3.188], [-0.480, 2.270, 2.359], [-0.837, 1.475, 1.151], [-1.072, 0.240, 1.573], [-1.501, 1.878, 0.536], [-1.524, 2.237, 3.257], [-0.105, 3.171, 2.226], [0.360, 0.449, 3.633], [0.752, 1.950, 4.087], [2.573, 0.811, 3.043], [2.285, 2.419, 2.096], [2.395, 0.895, 0.234], [0.223, 0.735, -0.577]]}

--- x ---
{"formula": "C18H22N2O3", "method": "ωB97M-V/def2-TZVPD", "smiles": "CC(C)c1ccc(NC(=O)CCC(=O)NCc2ccco2)cc1", "gap_ev": 8.98, "lumo_energy_ev": 0.49, "elements": ["C", "C", "C", "C", "C", "C", "C", "N", "C", "O", "C", "C", "C", "O", "N", "C", "C", "C", "C", "C", "O", "C", "C", "H", "H", "H", "H", "H", "H", "H", "H", "H", "H", "H", "H", "H", "H", "H", "H", "H", "H", "H", "H", "H", "H"], "xyz": [[-1.559, 2.640, 4.194], [-0.258, 2.462, 3.408], [0.076, 3.730, 2.619], [-0.346, 1.267, 2.492], [0.507, 0.185, 2.658], [0.438, -0.913, 1.823], [-0.494, -0.953, 0.791], [-0.501, -2.086, -0.037], [-1.284, -2.346, -1.124], [-2.156, -1.616, -1.531], [-0.948, -3.665, -1.818], [-0.826, -3.440, -3.326], [0.159, -2.368, -3.774], [0.102, -1.882, -4.882], [1.128, -2.032, -2.888], [2.007, -0.897, -3.105], [1.721, 0.196, -2.129], [0.793, 1.194, -2.130], [0.979, 1.910, -0.923], [2.000, 1.291, -0.274], [2.454, 0.248, -0.990], [-1.356, 0.123, 0.614], [-1.276, 1.212, 1.460], [-2.389, 2.847, 3.524], [-1.789, 1.737, 4.755], [-1.466, 3.468, 4.893], [0.552, 2.284, 4.124], [-0.723, 3.973, 1.923], [0.995, 3.594, 2.053], [0.206, 4.571, 3.296], [1.239, 0.197, 3.453], [1.114, -1.744, 1.970], [0.152, -2.802, 0.253], [-1.782, -4.350, -1.642], [-0.047, -4.128, -1.408], [-1.796, -3.131, -3.721], [-0.551, -4.372, -3.825], [1.114, -2.401, -1.953], [1.823, -0.557, -4.126], [3.049, -1.218, -3.000], [0.072, 1.389, -2.896], [0.428, 2.765, -0.590], [2.476, 1.483, 0.666], [-2.079, 0.103, -0.183], [-1.957, 2.034, 1.306]]}

How far above the most stable structure does each one sit? In kJ/mol: w 1495.6; x 0.0.

--- w ---
{"formula": "C3H13NO2S2", "method": "ωB97M-V/def2-TZVPD", "s_squared": 0.75, "charge": -1, "gap_ev": [3.68, 7.05], "multiplicity": 2, "lumo_energy_ev": [3.14, 3.05], "elements": ["N", "C", "C", "C", "S", "S", "H", "H", "H", "H", "H", "H", "H", "H", "H", "H", "H", "O", "H", "H", "O"], "xyz": [[-2.313, -0.506, 1.192], [-0.904, -0.096, 1.013], [-0.622, 0.107, -0.476], [-0.034, -1.241, 1.575], [1.764, -1.037, 1.221], [2.696, 0.171, 2.857], [-2.840, -0.340, 0.345], [-2.413, -1.471, 1.365], [-0.733, 0.806, 1.607], [-1.141, 1.016, -0.805], [0.432, 0.308, -0.675], [-0.849, -0.865, -0.917], [-0.164, -1.267, 2.646], [-0.261, -2.179, 1.075], [2.581, 1.328, 2.212], [0.742, -1.070, -2.488], [1.850, -1.295, -3.378], [0.889, -1.326, -3.419], [0.703, 2.795, -2.355], [0.047, 2.798, -1.011], [0.570, 3.365, -1.585]]}

--- x ---
{"formula": "C3H13NO2S2", "method": "ωB97M-V/def2-TZVPD", "s_squared": 0.75, "charge": -1, "gap_ev": [1.60, 8.67], "multiplicity": 2, "lumo_energy_ev": [2.34, 2.28], "elements": ["N", "C", "C", "S", "S", "C", "H", "H", "H", "H", "H", "H", "H", "H", "H", "H", "H", "O", "H", "H", "O"], "xyz": [[-0.070, 1.791, -0.444], [-0.087, 0.232, -0.238], [1.324, -0.070, -0.433], [1.684, -1.839, -0.639], [1.311, -2.623, 1.244], [2.749, -1.856, 2.154], [-0.891, 2.247, -0.723], [0.190, 2.192, 0.467], [-0.490, 0.026, 0.726], [-0.608, -0.448, -1.051], [1.529, 0.355, -1.454], [2.059, 0.305, 0.295], [3.702, -2.253, 1.770], [2.650, -0.715, 2.060], [2.732, -2.061, 3.215], [-5.737, 2.734, -1.743], [-5.845, 3.924, -2.765], [-5.467, 3.569, -1.861], [-3.011, 4.178, 0.080], [-3.271, 3.053, -0.843], [-2.577, 3.366, -0.078]]}

How far above the most stable structure does each one sit? In kJ/mol: w 0.0; x 187.5.